w) ORCA calculation (ωB97M-V with the def2-TZVPD basis set) on a single C5H4O2 molecule.

Each line ends with the natural charge from an NBO analysis.
Geometry (Å):
O: 0.69296 -1.53902 -2.57042  -0.4975
C: 0.34549 -1.60607 -1.43993  0.7571
C: 0.13945 1.77125 -0.03043  -0.3528
C: -0.26604 0.98800 0.96998  -0.2210
C: -0.32063 -0.48208 0.92732  -0.2781
C: -0.02697 -1.18770 -0.14956  0.1776
O: 0.02322 -2.57166 -0.52029  -0.4407
H: 0.47608 1.36453 -0.98208  0.1971
H: 0.14665 2.85171 0.06979  0.2072
H: -0.58990 1.43702 1.90605  0.2128
H: -0.62031 -1.02598 1.81958  0.2382

HOMO energy: -9.31 eV
frontier orbital gap: 9.174 eV
LUMO level: -0.1 eV
charge: 0

=====

x) ORCA calculation (ωB97M-V with the def2-TZVPD basis set) on a single C5H4O2 molecule.

Each line ends with the natural charge from an NBO analysis.
Geometry (Å):
C: 1.34883 0.27118 0.74471  -0.3765
C: 0.25848 -0.19909 1.58619  0.1551
C: 0.85180 0.64898 -0.47385  0.0768
C: -1.23004 -0.82400 -0.18690  0.2919
C: -0.26886 -0.03266 -1.10290  -0.2065
O: -0.86126 -0.73352 1.04028  -0.4450
O: -0.95223 0.67160 -2.10736  -0.6818
H: 2.28809 0.67064 1.08455  0.2395
H: 0.19351 -0.31738 2.64947  0.2071
H: 0.19832 -1.01051 -1.44204  0.2623
H: -1.82665 0.85477 -1.79217  0.4770

HOMO energy (alpha / beta): -7.99 / -8.16 eV
frontier orbital gap (alpha / beta): 7.049 / 7.222 eV
LUMO level (alpha / beta): -0.9 / -0.9 eV
charge: 0

=====

y) ORCA calculation (ωB97M-V with the def2-TZVPD basis set) on a molecular structure, C5H4O2.

Each line ends with the natural charge from an NBO analysis.
Geometry (Å):
O: 2.34010 -1.16967 0.09992  -0.5197
C: 1.24877 -0.67674 0.10415  0.7397
O: 0.14056 -1.48775 0.01022  -0.4640
C: -1.10686 -0.95430 -0.04373  0.2161
C: -1.37423 0.36049 -0.01662  -0.3859
C: -0.33333 1.35722 0.20854  -0.1687
C: 0.95220 0.78719 0.20128  -0.4592
H: -1.85005 -1.74221 -0.12626  0.2046
H: -2.41157 0.67094 -0.09991  0.2283
H: 0.56049 1.47167 -0.78071  0.3557
H: 1.83392 1.38317 0.44312  0.2530

HOMO energy: -8.96 eV
frontier orbital gap: 8.784 eV
LUMO level: -0.2 eV
charge: 0

=====

Calculated relative energies: w) 0.0000; x) 0.1688; y) 0.0413, given in hartree

=====

w) ORCA calculation (ωB97M-V with the def2-TZVPD basis set) on a single CH3BF2O2 molecule.

Each line ends with the natural charge from an NBO analysis.
Geometry (Å):
B: -0.25367 -0.20353 -0.22299  1.0363
C: 0.34716 0.86742 0.84504  0.2989
O: 0.12527 -1.49143 0.07230  -0.9065
O: -0.72112 0.10447 -1.41140  -0.8855
F: 0.73887 1.94132 0.09554  -0.3412
F: -0.42206 1.17830 1.94871  -0.3509
H: 1.21416 0.33047 1.32568  0.1407
H: -0.11072 -2.27611 -0.50612  0.4990
H: -0.91790 -0.45090 -2.14677  0.5092

HOMO energy: -11.07 eV
frontier orbital gap: 11.182 eV
LUMO level: 0.1 eV
charge: 0

=====

x) ORCA calculation (ωB97M-V with the def2-TZVPD basis set) on a single CH3BF2O2 molecule.

Each line ends with the natural charge from an NBO analysis.
Geometry (Å):
B: -0.19074 0.11443 -0.36005  1.0527
C: 0.26351 -0.44814 1.13950  0.3031
O: 0.80340 -0.01743 -1.27059  -0.9091
O: -1.26599 0.90673 -0.58551  -0.8949
F: -0.55581 -0.06173 2.24288  -0.3694
F: 0.57452 -1.77668 1.18221  -0.3402
H: 1.28780 0.11649 1.43145  0.1395
H: 0.60100 -0.08611 -2.26375  0.5081
H: -1.51770 1.25244 -1.51613  0.5100

HOMO energy: -11.07 eV
frontier orbital gap: 11.076 eV
LUMO level: 0.0 eV
charge: 0

=====

Calculated relative energies: w) 0.0000; x) 0.0085, given in hartree

=====

w) ORCA calculation (ωB97M-V with the def2-TZVPD basis set) on a single CH4IN3O2 molecule.

Each line ends with the natural charge from an NBO analysis.
Geometry (Å):
C: -0.24504 -0.07907 0.14185  0.8314
N: 0.56184 -2.30662 -0.02472  -0.6551
N: -1.17163 1.98026 0.94728  -0.5196
N: -0.46753 -1.40514 0.40927  -0.4382
O: 0.38458 0.27384 -0.85453  -0.6310
O: -1.02404 0.61537 1.01114  -0.3760
I: -1.21758 -2.00754 2.26406  0.3372
H: 0.91357 -1.87994 -0.96501  0.3886
H: -0.01666 -3.12729 -0.34756  0.3519
H: -1.36939 2.38249 -0.07087  0.3562
H: -0.32574 2.58713 1.28066  0.3548

HOMO energy: -9.01 eV
frontier orbital gap: 8.403 eV
LUMO level: -0.6 eV
charge: 0

=====

x) ORCA calculation (ωB97M-V with the def2-TZVPD basis set) on a molecular structure, CH4IN3O2.

Each line ends with the natural charge from an NBO analysis.
Geometry (Å):
C: 0.51229 0.05453 0.29477  0.9328
N: -0.89985 -1.97543 -0.35090  -0.6234
N: 1.86532 1.85594 0.10204  -0.4551
N: -1.13726 -0.68613 -0.50855  -0.4284
O: 0.75535 -0.20681 1.45056  -0.5314
O: 0.94777 0.88892 -0.63639  -0.3911
I: -2.83966 0.27365 0.41537  0.1041
H: -1.35938 -2.52834 -1.04645  0.3522
H: -1.12837 -2.42068 0.55495  0.3386
H: 1.11682 2.36292 0.48317  0.3447
H: 2.16698 2.38143 -0.75857  0.3571

HOMO energy: -8.68 eV
frontier orbital gap: 8.134 eV
LUMO level: -0.5 eV
charge: 0

=====

Calculated relative energies: w) 0.0000; x) 0.0600, given in hartree